1.
Formula: C48H55BrIMgN4O2PS
Source: the OMol25 dataset
Level of theory: ωB97M-V with the def2-TZVPD basis set

Calculated values
Relative energy (zero: lowest compared OMol25 entry of this formula, charge and spin) in kcal/mol: 0.0
Max |F| in hartree/bohr: 0.003
Calculated total energy in Eh: -6043.11440

Structure (XYZ):
```
114
C48H55BrIMgN4O2PS | the OMol25 dataset | ωB97M-V with the def2-TZVPD basis set
C -3.1504 6.7353 -1.3583
C -1.6981 -0.8590 -2.4310
C 6.8798 -0.1695 5.0077
C -2.5125 -2.0326 0.2472
C -2.5737 -1.4779 -4.6974
I 1.1001 2.1617 -2.1409
C -3.2351 0.7256 -3.7137
H -3.0104 5.3894 1.7522
H 0.9809 3.2882 0.9651
H 7.3082 0.9569 1.4130
H 6.7872 -0.5232 6.0279
C 2.9694 3.0840 1.7518
C 1.9711 -2.9969 -3.0666
H 1.4814 -0.9489 -2.6410
C -2.5875 5.6864 -2.0700
H -3.3550 1.7967 -3.8868
H -5.4622 -1.1067 1.6985
H -3.5559 -1.8733 -2.7972
C 0.1466 -2.6002 -0.7222
H 4.5619 -0.1213 -5.2993
H -5.2458 -3.2946 -0.0375
H -3.1036 0.5704 -1.5600
H 8.4736 -1.0385 2.3234
C -2.2176 0.0672 5.5408
C -2.5401 0.0468 -4.8872
C 6.1850 0.9596 4.5966
H -3.7415 7.4487 0.5776
H -3.2911 -0.0237 0.6549
C 6.3252 1.3763 3.2806
H 0.4626 -4.4172 -3.6979
Br 1.7804 0.6802 -5.2750
C -2.3233 4.4318 -0.0279
N 1.3651 1.3371 1.4882
H -2.4685 5.7598 -3.1436
H 1.9075 -0.5393 2.1177
C 0.5352 -3.5057 -3.0993
H -3.5702 -3.3252 2.5078
H -1.0211 -4.1408 -1.7303
C -2.1199 1.4992 3.5798
H 3.2074 4.1337 1.6422
C -1.2784 -2.1201 5.6169
C -4.4152 -3.6798 0.5624
H -1.7224 -1.9344 -5.2104
C -3.6575 -1.0458 0.5133
H 4.2046 0.0977 2.7682
H -1.7375 3.7156 -1.9538
C -2.4380 0.4989 -2.4215
H -3.4707 7.6320 -1.8734
H -3.2308 -3.4755 -1.2335
C 5.2357 0.9551 -2.1623
H 2.2455 -2.7583 -0.3081
H 1.6327 -1.1160 -0.1832
H 6.0364 0.9963 -1.4357
C -3.0812 -3.4038 -0.1559
H -2.1686 -2.8883 -3.1085
C 0.0098 -3.7875 -1.6911
C -2.8933 5.4864 0.6819
C 1.7259 2.6196 1.3780
C 4.4132 0.3295 -4.3279
C 7.8135 -0.4559 2.9556
H 3.8272 1.9258 -0.8701
H -2.3586 -4.1783 0.1150
C -4.4433 -3.0064 1.9303
C 3.9947 1.4782 -1.8419
H -1.9970 -2.1518 1.2072
N 7.6792 -0.8731 4.2108
O -0.6144 -0.7276 2.3508
H -2.7145 2.2129 4.1530
H -1.7050 1.2919 -2.2869
C 2.9476 1.4331 -2.7603
C 3.1677 0.8498 -4.0012
C -1.8746 3.1885 0.6657
N -2.2495 3.0340 1.9085
S 5.4825 2.8236 2.6901
C -1.0514 -0.8019 3.5755
C -1.9806 -1.0921 6.2474
C 1.5716 -2.0310 -0.7776
C -0.8291 -1.9806 4.3221
H -5.3183 -3.3190 2.5023
H -3.0075 0.3186 -5.8352
P -1.1393 -1.2642 -0.7165
H 0.5983 -4.6150 -1.2760
C -3.3020 6.6320 0.0191
H 2.6263 -3.7784 -2.6635
H -0.2851 -2.7794 3.8317
Mg -0.6450 0.7059 1.0243
H 2.3235 -2.7766 -4.0772
C 2.2516 0.4808 1.9965
H 5.5477 1.4996 5.2836
H -4.3156 -1.0074 -0.3607
H 3.1021 -1.3999 -2.1457
H -3.9894 -1.0132 2.6478
C 3.9026 2.1797 2.2572
H -4.2454 0.3167 -3.6126
H -4.5716 -4.7566 0.6474
H -0.0877 -2.7595 -3.5984
C -2.1731 4.5410 -1.4060
H -2.3340 -1.2036 7.2630
N -1.7877 1.8104 2.3845
H -1.5051 0.4005 -4.9395
C 7.1624 0.6566 2.4415
H -3.4729 -1.8918 -5.1602
H -2.7682 0.8776 6.0066
H 0.0043 -2.9830 0.2961
C -4.4370 -1.4785 1.7662
C 3.5302 0.8452 2.3776
H 6.4127 -0.0293 -3.6689
H -0.7523 -0.7165 -2.9714
C -1.7747 0.2440 4.2228
C 5.4464 0.3814 -3.4087
C 2.0695 -1.7559 -2.1906
O -1.1604 2.3511 -0.0154
C -2.5430 -1.8706 -3.2101
H -1.0835 -3.0438 6.1491
```

2.
Formula: C48H56Cl7N8
Source: the OMol25 dataset
Level of theory: ωB97M-V with the def2-TZVPD basis set

Calculated values
Charge: +1
Max |F| in hartree/bohr: 0.064
Calculated total energy in Eh: -5521.55185

Structure (XYZ):
```
119
C48H56Cl7N8 | the OMol25 dataset | ωB97M-V with the def2-TZVPD basis set
H -4.1895 -3.4237 -2.8321
H 1.1204 7.7890 -2.7482
C -0.5783 -0.1968 -4.5231
H 0.7112 -0.7494 0.0742
C 5.1634 -7.3278 3.2955
C -0.0141 4.9991 2.1234
H -1.8154 -3.0186 -2.2142
N 0.2806 -1.1164 -4.0665
H -1.4382 8.7236 4.3793
H -6.2185 1.0267 -2.4352
H -8.3571 -0.1362 -2.8075
C -1.5472 6.0011 -2.4307
Cl -0.3859 9.2059 -0.2803
H -8.5112 -1.7278 -2.2531
H -2.2181 6.8310 -2.6253
C -2.2450 -1.4631 0.2190
H 7.8138 -9.4796 3.1241
C 2.7422 -4.8919 1.7649
H 2.1001 -0.6203 1.2289
H 9.3612 -8.1354 5.0881
N 1.1751 1.1772 0.7938
H -0.1692 0.4769 -5.2618
H 2.2107 -1.8844 -4.1977
H 1.6360 -1.0431 -5.6460
Cl 2.5904 1.3773 -3.4746
H -2.7616 6.3355 3.4486
C -1.8286 6.2802 2.9049
C 1.7002 -0.9970 -4.5648
H 2.1022 -0.1043 -4.0831
C -1.3539 5.0688 2.4526
H 1.6521 5.4495 -3.0210
H -2.5871 -1.4188 1.2517
C 5.4306 -6.8450 4.5636
H -3.5170 0.7553 0.7988
H 8.6629 -9.7578 5.4738
C -0.1203 -2.1170 -3.2834
C -1.6318 8.6668 3.3065
H 0.3204 7.4704 -4.3790
C 1.8772 2.2548 0.3550
H 6.7242 -6.9736 6.2858
Cl -5.4920 -1.5696 0.9593
H 2.2980 -0.0532 -0.4502
C 3.7670 -5.4387 2.5189
H 0.6938 -4.0719 0.6760
C 0.2411 7.4557 -3.2978
C -1.3473 2.3948 -1.2206
H 2.5386 -3.8269 1.7335
C 0.8004 6.1267 2.1690
C 0.4682 3.6417 1.6790
H 2.1868 4.3671 0.5800
H -2.9782 3.0270 0.1782
H 4.8725 -6.0200 4.9864
C 0.7471 -5.1233 0.3898
C -5.9433 -2.2444 -2.4317
C 1.5938 -0.1933 0.3668
C -1.8843 4.7482 -1.9231
C -2.6721 0.9612 0.1447
C 3.0903 -7.6391 1.8630
C -1.9160 -0.2787 -4.1666
C 1.6014 3.5029 0.8484
H 0.0000 1.3078 -2.4641
H -0.4781 8.1795 -2.9049
H 1.3135 -7.6023 0.5828
Cl -3.0473 8.8525 -4.5616
H 8.4343 -8.3441 6.5479
C 7.1099 -8.7671 3.5247
N -1.9272 -0.1052 -0.2109
C -2.3300 2.2560 -0.2207
C -2.3716 -1.2782 -3.3040
C 8.5252 -8.6827 5.5195
C -0.1468 2.5041 2.1893
C -4.3965 -0.0496 -2.8434
H -0.0696 0.3097 2.1921
C 2.0611 -7.0624 1.1454
Cl -5.4971 3.5316 -1.6166
H -2.7138 8.6580 3.2199
C 0.2593 7.3519 2.5483
C -0.6773 1.2435 -1.6239
C -3.8099 -1.3087 -2.9619
H -0.1197 -5.7282 0.6322
Cl 0.2669 -2.0642 2.7171
N 1.8871 -5.7264 1.1334
N -1.0340 7.3583 2.9169
H 0.6195 -2.8498 -2.9972
C -4.6073 -2.4276 -2.8010
C 0.3314 3.9797 -2.1466
H -3.0057 -1.8512 -0.4523
H -1.1752 9.4446 2.7015
C -5.7067 0.0755 -2.5151
H -2.5852 0.4361 -4.6241
C -0.9544 -0.0020 -1.1212
C -7.9101 -0.8351 -2.0973
Cl -3.4254 2.2912 3.3070
C 6.5241 -7.3057 5.2787
H 0.7260 8.2926 2.2857
H 2.8233 2.0601 -0.1299
H 3.1424 -8.7176 1.9073
H 1.0736 3.1907 -2.0756
H 1.0458 -5.1451 -0.6598
C -1.4326 -2.2190 -2.8314
H -1.9360 4.1668 2.4243
C -0.9886 3.7015 -1.7589
H -6.5960 -3.0309 -2.0806
C 0.6600 5.1729 -2.6995
H 1.8170 6.0814 1.8114
C 6.0666 -8.2585 2.7831
H -0.9062 2.5881 2.9641
H -1.2896 -1.9792 0.3267
H 5.9269 -8.6296 1.7755
C 0.2607 1.2559 1.7677
H -2.9156 4.5982 -1.6022
H -0.4188 -0.9152 -1.3237
H 4.4470 -4.7425 2.9894
N 7.2898 -8.2942 4.7790
N -0.2540 6.1717 -2.7945
N -6.4938 -1.0246 -2.3808
H -3.8627 0.8812 -2.9877
H -8.0812 -0.4061 -1.1116
C 3.9999 -6.8151 2.5244
```

3.
Formula: C48H56HgN9O2PSTe
Source: the OMol25 dataset
Level of theory: ωB97M-V with the def2-TZVPD basis set

Calculated values
Relative energy (zero: lowest compared OMol25 entry of this formula, charge and spin) in kcal/mol: 12.3
Max |F| in hartree/bohr: 0.009
Calculated total energy in Eh: -3666.98455

Structure (XYZ):
```
119
C48H56HgN9O2PSTe | the OMol25 dataset | ωB97M-V with the def2-TZVPD basis set
C 5.5601 -2.5560 0.9957
H -6.0280 -0.5344 0.2780
C -4.0999 0.3628 0.5152
C -5.5213 0.1106 1.0005
O -0.0861 -3.8337 -2.1309
H 5.6118 0.0765 -1.1048
C 0.1550 4.2557 -2.9300
C -0.0955 3.3286 2.5894
C -3.6503 0.4139 -1.9174
H 7.4428 -1.6659 2.7265
C -6.0583 1.9971 -2.8722
H 4.3530 -5.1577 -0.4480
C -4.6937 2.1101 -3.4793
C 0.4432 -4.0602 1.6838
H 0.2107 0.1471 -6.6799
C -0.8358 -3.5326 1.8306
C -1.4539 -3.6594 3.0733
Te 1.5553 -3.8263 -0.1046
H 4.2007 -3.8665 -1.6379
H 2.0283 6.5122 0.1323
C 0.0482 -1.7897 -5.7669
P 2.7604 3.8924 -0.0319
C 0.4067 -4.8758 3.9307
N 0.9148 5.5043 -1.3097
H -9.6896 1.7901 -1.6013
Hg -0.4478 0.8391 -0.0670
S -2.9819 -1.0900 -2.0449
N 0.3381 3.7834 1.3715
C -1.5333 -4.4336 5.4681
C -0.8491 -4.3130 4.1347
C 2.4317 -5.3988 2.5817
H -2.6255 -2.8237 0.9024
H 1.7558 -0.2285 2.4770
C -6.6551 0.7552 -2.6804
H 3.9839 -0.5061 3.1494
H -6.2988 4.1184 -2.8026
H 2.5761 -5.8707 1.6060
C 0.4770 -0.4711 -3.3628
H 0.9569 -1.2784 1.3235
H -0.9566 -3.9319 6.2470
C -8.6703 1.8484 -1.9593
H 1.1938 -1.8236 2.9928
H 2.9928 -0.7677 -1.4128
C 3.3804 0.1941 -1.1278
H -5.7847 2.0724 1.8838
C 3.3533 2.3283 2.7114
C -7.9652 0.6840 -2.2345
H 6.3751 -0.5987 3.6441
C 0.4453 0.2450 -4.5489
C 0.2916 -1.8509 -3.3744
C 0.0761 -2.5070 -4.5806
H -6.4727 1.9217 0.2624
C 0.0243 5.4826 -2.3458
C -8.0705 3.0868 -2.1418
H 6.5058 2.6621 -1.1321
H 0.9628 7.5308 -0.8470
H 3.2319 -4.6675 2.7122
H -0.3736 3.8662 -3.7824
N -3.7109 1.2430 -3.0494
N 4.6366 1.9072 -0.5926
H -0.0837 -3.5764 -4.5680
H 3.4770 2.1865 3.7840
C 1.0482 6.5705 -0.3405
C 1.0710 -4.7640 2.7170
H -8.4353 -0.2807 -2.1008
H -1.2228 -1.7578 0.7072
H -1.3601 -3.2217 -0.2531
C 4.4630 -3.1590 0.3900
C 4.1242 -1.2653 2.3867
N 1.0824 -2.1716 -1.0949
H 4.1022 3.0427 2.3659
C 1.6479 -1.2694 2.1685
C 0.2321 -0.4128 -5.7532
H -1.6375 -5.4789 5.7624
C -1.5499 -2.8012 0.7339
H 2.5548 -6.1739 3.3363
H -1.1197 3.4401 2.8995
C 3.3079 2.2458 -0.5191
H 6.2955 2.3673 0.6071
C 3.1804 -2.8077 0.8180
C 4.7053 -4.1578 -0.7132
C 4.6793 0.5977 -0.9795
H 0.5897 1.3176 -4.5247
H -2.5264 -3.9888 5.4433
H -2.4448 -3.2382 3.2012
C 6.6081 -0.9695 2.6466
H 0.9808 2.2586 4.2286
N -4.0737 0.9975 -0.7930
N 1.0897 3.5123 -2.2662
H -0.1206 -2.3056 -6.7032
H -4.3478 1.9655 -0.8472
C 2.9960 -1.8216 1.7874
H 3.5094 1.3756 2.1999
H -5.4645 -0.4458 1.9395
N 2.0274 2.8475 2.4541
H 0.2792 6.4877 0.4279
H -7.2941 1.1992 1.6321
H -3.5631 1.0103 1.2131
H 0.6395 0.0619 -2.4332
H 6.5571 -2.8280 0.6660
H -8.6220 3.9934 -1.9341
H 0.8820 -5.4254 4.7359
N 2.5430 1.2297 -0.8392
C 1.5246 4.2843 -1.2971
C 5.8026 2.7167 -0.3021
H -2.9646 1.0882 -3.7151
H 6.9495 -0.1203 2.0495
C 0.3875 -2.6714 -2.1234
H -6.1010 -0.1503 -2.8948
C 0.9285 2.7369 3.2675
H 5.4998 3.7524 -0.1677
H -3.5363 -0.5639 0.4240
H 5.7699 -4.2271 -0.9280
C -6.3112 1.3974 1.2053
C -6.7684 3.1622 -2.6139
H -0.6102 6.3230 -2.5634
C 5.4099 -1.6220 2.0137
O -4.4733 2.8847 -4.3843
C 1.6139 3.4730 1.3190
```

4.
Formula: C48H56MnN4O2PS3
Source: the OMol25 dataset
Level of theory: ωB97M-V with the def2-TZVPD basis set

Calculated values
Relative energy (zero: lowest compared OMol25 entry of this formula, charge and spin) in kcal/mol: 25.1
Charge: +1
Max |F| in hartree/bohr: 0.027
2S+1: 6
Calculated total energy in Eh: -4918.99428
Expectation value of S²: 8.75

Structure (XYZ):
```
115
C48H56MnN4O2PS3 | the OMol25 dataset | ωB97M-V with the def2-TZVPD basis set
C -1.0036 2.2873 -4.8331
C 2.8897 0.9233 4.5606
C 1.9505 0.8260 3.5370
H 3.9866 -3.8838 -1.3219
H -2.2429 -4.0278 -5.7713
O -0.6352 -1.3595 -0.5965
H 3.6406 1.0354 -2.5587
H 1.8784 -4.1920 -0.0131
H 3.0478 -2.6614 -3.1070
C 2.5795 -2.4997 -2.1351
H -1.0500 0.1943 4.7117
H -0.3000 -5.8906 3.9401
H -2.5754 -4.6727 -1.5473
H -0.9764 -5.8602 0.1931
C -3.1026 0.6289 -4.0570
H -1.0117 -1.9270 -5.3452
H -3.1807 -0.4869 5.7318
H 4.1547 -2.2546 -0.6767
C -1.0846 -2.1427 -3.2153
H 5.9655 0.9581 -1.6682
C -2.0488 -3.7118 -4.7543
C -1.3856 4.2290 1.8220
H 1.3401 3.1937 6.5376
C 3.4278 -3.0130 -0.9729
H 1.7119 3.0093 1.2113
H 3.0832 0.0320 2.0481
N 2.1482 -0.0799 2.4260
C 1.4918 5.9113 -2.6288
H -1.9974 6.2511 1.4833
C -0.9018 5.9453 -2.3602
O 2.3354 -0.2606 -0.6334
H -1.0327 2.0918 -0.6777
H -0.1875 2.9379 -5.1247
C -3.1842 1.5304 2.4491
C -0.3709 -4.8217 4.1422
N -1.5932 -3.3150 0.1993
H 2.4306 6.4368 -2.7445
C -1.7278 -4.2640 3.7071
C -1.5389 -6.3277 1.0002
H -3.1745 -4.9472 0.8057
C 5.7700 -0.1100 -1.5645
H 3.2426 -3.7982 1.0344
H -2.0806 -7.1863 0.6010
C -0.9263 4.5612 -2.3370
H -0.2302 -4.6644 5.2120
C 0.0684 5.9611 0.9913
C -1.1764 5.5470 1.4319
H -3.0630 -5.3838 -3.8767
H -3.8687 0.9492 -6.0322
H 1.6040 -2.9865 -2.1540
C -1.5186 -2.9153 -2.1399
H -3.1958 2.0449 1.4951
H -5.3214 0.1022 4.6474
C -2.0267 1.9990 -5.7213
C -2.0826 0.9148 -3.1591
H 0.2265 6.9934 0.7084
C 1.1131 5.0476 0.9105
C 0.9059 3.7331 1.2814
C -2.5338 -5.3331 1.5954
H 3.4003 1.8324 6.4282
C 1.4733 4.5241 -2.6074
C -4.3856 0.4281 4.2128
C 1.5133 2.5374 5.6953
H 6.7272 -0.6232 -1.4760
H 3.7935 0.3264 4.5210
S 2.1784 -0.7069 -2.0727
H -2.3544 3.9315 2.2000
H 0.4254 -4.3050 3.6102
C -3.1835 0.0987 4.8216
H -3.9139 -0.0238 -3.7635
C -2.5002 -4.4790 -3.6883
N -1.8898 -4.1966 2.2582
H 5.2088 -0.2630 -0.6416
C -0.3406 3.3166 1.7584
Mn 0.4436 -0.0637 0.5653
S 0.3000 2.0586 -2.3894
H -0.5405 -1.2287 -3.0216
H 2.0514 -2.5616 0.6441
H -2.0811 0.4915 -2.1609
H 2.0852 5.3711 0.5610
H 5.5734 -0.4356 -3.6792
H -3.1547 -5.8360 2.3358
H 4.9059 -1.7230 -2.6964
H -2.0089 2.4184 -6.7185
H 2.0708 -1.0370 2.7627
H -1.8515 -3.2602 4.1110
C -4.3839 1.1445 3.0256
C 2.6702 1.7697 5.6321
H -5.3190 1.3893 2.5388
C 0.3046 6.6180 -2.5114
C -1.3480 -2.5384 -4.5167
C 5.0006 -0.6400 -2.7729
C -3.0747 1.1730 -5.3320
C -1.2142 -2.4707 -0.7429
C -1.9726 1.2328 3.0722
H -1.8677 4.0323 -2.2407
C -1.0526 1.7477 -3.5552
C 3.6289 0.0100 -2.9341
H 2.3894 3.9531 -2.7030
C -1.3837 -3.1892 1.5176
H 0.3172 7.6996 -2.5482
C 0.5862 2.4611 4.6737
S -0.5587 -1.9142 2.3323
N -0.1783 1.6109 -0.9534
H -0.8388 -6.6818 1.7566
C 0.2633 3.8617 -2.4715
H 3.3110 0.0296 -3.9794
P -0.3988 1.5460 2.2125
C -2.2350 -4.0850 -2.3871
C 2.5974 -3.4116 0.2443
C 0.7966 1.6027 3.5950
C -1.9829 0.4895 4.2528
H -1.8253 6.5009 -2.2644
H -2.5256 -4.8950 4.0972
H -0.3131 3.0644 4.7044
```

Among the records above, which one has the highest calculated total energy? C48H56HgN9O2PSTe

The lowest calculated total energy belongs to which entry? C48H55BrIMgN4O2PS